Entry 1:
10
Properties=species:S:1:pos:R:3:forces:R:3 method="wB97M-V/def2-TZVPD" relative_energy_kcal_mol=12.4 smiles=C#C[C@H]([NH3+])I total_charge=+1 total_energy_ev=-12772.443 homo_lumo_gap_ev=9.605
C 0.392193 -2.039786 -0.708715 0.7 0.7 -0.6
C 0.017525 -0.891299 -0.571386 0.4 -3.2 -0.2
C -0.400797 0.443570 -0.381965 0.4 1.5 -4.7
N 0.243873 0.872411 0.871068 -0.6 2.6 2.3
I -2.563166 0.706691 -0.482490 0.8 0.0 0.4
H 0.961210 -2.940235 -1.023562 -1.0 0.9 0.6
H 0.039151 0.957693 -1.495398 -1.2 -0.6 3.9
H 0.109497 0.126817 1.537182 -0.5 -0.5 0.6
H -0.036892 1.780263 1.372875 -0.4 -1.3 -1.3
H 1.237406 0.983874 0.882390 1.3 -0.2 -1.0

=====

Entry 2:
106
Properties=species:S:1:pos:R:3:forces:R:3 method="wB97M-V/def2-TZVPD" total_charge=+3 s_squared=3.753 total_energy_ev=-161946.093 spin_multiplicity=4 homo_lumo_gap_ev="6.670 / 6.842"
Nd 0.090772 -1.362765 -1.120357 0.2 0.6 0.9
C 0.947942 -4.245021 5.704711 0.0 0.1 -0.1
C 0.029500 -3.066162 5.377299 -0.1 0.0 0.2
C -1.418762 -3.440910 5.748517 0.1 0.0 0.0
C 0.480024 -1.838772 6.190968 0.0 0.0 -0.1
C 0.056283 -2.711246 3.908267 0.1 0.0 -0.2
C 0.820986 -3.403768 2.966869 0.0 0.0 0.1
C 0.772158 -3.029616 1.643900 0.0 0.0 -0.1
N 0.018826 -2.015687 1.183595 0.0 -0.1 0.4
C -0.717204 -1.313297 2.083587 0.0 -0.1 0.1
C -0.708994 -1.641953 3.421907 0.0 0.0 0.0
C -1.486289 -0.161468 1.539727 -0.1 0.1 0.0
C -2.401138 0.544724 2.292394 0.0 0.0 0.0
C -3.070640 1.659717 1.772393 0.1 0.0 -0.2
C -2.745395 2.019870 0.462620 0.0 0.0 0.1
C -1.836338 1.268548 -0.244524 0.1 -0.1 -0.1
N -1.219963 0.180789 0.251595 0.0 -0.1 0.1
C -4.048539 2.438530 2.623126 0.0 0.1 0.2
C -3.227231 3.129037 3.732230 0.0 0.0 -0.1
C -5.074107 1.477659 3.247447 0.0 0.0 -0.1
C -4.793665 3.505134 1.817162 0.1 -0.1 0.0
H 0.889148 -4.455295 6.771264 0.0 0.0 0.0
H 1.991255 -4.021190 5.473776 0.0 0.0 0.0
H 0.645347 -5.151889 5.177835 0.0 0.0 0.0
H -1.457304 -3.712926 6.802717 0.0 0.0 0.0
H -1.758971 -4.299144 5.166538 0.0 0.0 0.0
H -2.113261 -2.614211 5.591365 0.0 0.0 0.0
H 0.483324 -2.095424 7.249571 0.0 0.0 0.0
H -0.186738 -0.985215 6.059216 0.0 0.0 0.0
H 1.492971 -1.540452 5.914341 0.0 0.0 0.0
H 1.453284 -4.229463 3.257244 0.0 0.0 0.0
H 1.364246 -3.568241 0.907433 0.0 0.0 0.0
H -1.293481 -1.061721 4.120260 0.0 0.0 0.0
H -2.614750 0.234419 3.304146 0.0 0.0 0.0
H -3.199430 2.877358 -0.011139 0.0 0.0 0.0
H -1.580453 1.543784 -1.262400 -0.1 0.0 0.0
H -2.716194 2.405941 4.370190 0.0 0.0 0.0
H -3.896016 3.719363 4.358211 0.0 0.0 0.0
H -2.484337 3.803455 3.301705 0.0 0.0 0.0
H -4.615502 0.756440 3.924654 0.0 0.0 0.0
H -5.618721 0.934645 2.472903 0.0 0.0 0.0
H -5.796722 2.052664 3.824783 0.0 0.0 0.0
H -4.118651 4.271486 1.432248 0.0 0.0 0.0
H -5.509972 4.004686 2.467188 0.0 0.0 0.0
H -5.352279 3.064412 0.988847 0.0 0.0 0.0
F -1.810520 -5.724803 -6.993300 0.0 -0.1 0.0
C -1.398598 -4.687582 -6.313045 0.0 0.1 0.0
C -1.265650 -3.448593 -6.924371 0.0 0.0 0.1
F -1.550159 -3.298288 -8.194373 0.0 0.0 -0.1
C -0.822583 -2.364172 -6.179777 0.1 0.0 0.2
F -0.681539 -1.203195 -6.805075 -0.1 0.1 0.0
C -0.508971 -2.459002 -4.823445 0.1 0.2 -0.1
P 0.041751 -0.939822 -3.927073 -0.4 -0.5 -1.7
C -1.431597 0.119305 -4.103408 0.3 -0.1 0.3
C -1.626131 1.091128 -5.078634 0.0 0.0 0.0
C -2.858937 1.721399 -5.175689 0.1 0.0 0.0
C -3.889868 1.389180 -4.307315 0.0 0.0 0.0
C -3.692451 0.442592 -3.309618 -0.1 0.0 0.1
C -2.460580 -0.177840 -3.200149 0.2 0.1 -0.1
C 1.435025 -0.345699 -4.914046 0.0 0.1 0.2
C 1.748884 1.013196 -4.914582 -0.1 -0.1 0.0
C 2.877483 1.453332 -5.589886 0.0 0.1 0.0
C 3.698067 0.542801 -6.240178 0.1 0.0 0.0
C 3.405497 -0.815342 -6.208306 0.0 0.0 0.0
C 2.277349 -1.265444 -5.541145 -0.1 0.1 0.0
C -0.650763 -3.719889 -4.248750 0.0 0.2 0.0
Br -0.243018 -4.057188 -2.398842 -0.1 -0.2 -0.2
C -1.083868 -4.819280 -4.965865 0.1 -0.1 0.3
F -1.200652 -5.997258 -4.376397 0.0 0.0 -0.1
H -0.833358 1.338122 -5.771085 0.0 0.0 -0.1
H -3.017894 2.462978 -5.947246 0.0 0.0 0.0
H -4.854590 1.869010 -4.404573 0.0 0.0 0.0
H -4.494822 0.195817 -2.626452 0.0 0.0 0.0
H -2.310428 -0.922364 -2.411375 -0.2 -0.1 -0.1
H 1.102588 1.721189 -4.407635 0.1 0.1 0.0
H 3.114016 2.508983 -5.612090 0.0 0.0 0.0
H 4.567012 0.891801 -6.782426 0.0 0.0 0.0
H 4.049818 -1.523099 -6.712489 0.0 0.0 0.0
H 2.051214 -2.324869 -5.523360 0.0 0.0 0.0
C 1.001663 2.549457 2.139298 0.1 0.1 -0.1
C 2.067608 3.153699 1.221786 -0.1 -0.1 0.1
N 3.423446 2.864200 1.659534 0.0 0.0 0.1
C 3.974125 3.659330 2.775415 0.1 -0.1 0.1
C 4.100216 2.872023 4.074402 0.0 0.1 -0.1
C 4.261878 1.987021 1.074432 0.0 -0.1 0.0
O 5.421521 1.819389 1.403662 -0.1 0.1 0.0
C 3.787035 1.123271 -0.083784 0.2 0.0 -0.1
C 4.689753 0.963808 -1.140559 -0.2 -0.1 0.0
C 4.411327 0.056704 -2.150602 0.0 0.0 0.1
C 3.252152 -0.686485 -2.068074 -0.1 -0.1 -0.1
N 2.366275 -0.546292 -1.065597 0.2 0.1 -0.1
C 2.651957 0.344747 -0.088209 -0.2 0.0 0.1
H 0.004294 2.722042 1.725470 0.0 0.0 0.0
H 1.044164 3.011529 3.125229 0.0 0.0 0.0
H 1.153576 1.474623 2.272730 0.0 0.0 0.1
H 1.945175 4.237579 1.203103 0.0 0.0 -0.1
H 1.935362 2.804743 0.198090 0.0 0.0 0.0
H 3.318689 4.518581 2.910934 0.0 0.0 -0.1
H 4.957891 4.018221 2.472720 0.0 0.0 0.0
H 3.134779 2.477223 4.395517 0.0 0.0 0.0
H 4.477980 3.530210 4.856129 0.0 0.0 0.0
H 4.802692 2.050968 3.954145 0.0 0.0 0.0
H 5.607433 1.537505 -1.133027 0.0 0.0 0.0
H 5.093726 -0.094691 -2.974900 0.0 0.0 0.0
H 3.022245 -1.432103 -2.820277 0.0 0.1 0.0
H 1.936299 0.388770 0.728100 0.0 0.1 0.0

=====

Entry 3:
14
Properties=species:S:1:pos:R:3:forces:R:3 method="wB97M-V/def2-TZVPD" relative_energy_kcal_mol=68.0 smiles=Cc1cocc1N total_charge=0 total_energy_ev=-8833.256 homo_lumo_gap_ev=9.189
C 1.266879 1.147999 -0.632946 0.1 0.1 -0.1
C -0.042043 0.466625 -0.385256 0.1 -0.1 -0.1
C -1.264188 0.814417 -0.911976 0.7 -0.4 0.4
O -2.285092 0.084025 -0.520971 1.0 -1.9 1.7
C -1.518489 -1.160386 0.454434 -1.9 3.5 -1.7
C -0.258511 -0.693893 0.403598 -0.3 -0.6 0.3
N 0.538210 -1.537661 1.210852 0.7 0.1 0.2
H 1.355307 1.459113 -1.677920 0.0 0.0 0.1
H 2.098295 0.470781 -0.414546 -0.1 0.1 0.0
H 1.395266 2.041882 -0.010477 0.0 -0.2 -0.1
H -1.364133 1.630518 -1.653000 -0.5 -0.7 0.4
H -1.989616 -1.366761 1.422180 -0.5 -0.2 -0.9
H 1.005697 -1.111172 1.990094 0.4 0.1 -0.1
H 1.062418 -2.245486 0.725934 0.2 0.1 0.1